Entry 1:
{"formula": "CH2INS", "method": "wB97M-V/def2-TZVPD", "species": ["C", "N", "S", "H", "I", "H"], "positions_angstrom": [[-0.672, -1.636, 1.320], [-0.862, -1.206, 2.405], [-0.819, -0.576, 3.800], [-0.617, -2.433, 0.629], [0.551, 1.368, -0.010], [-0.979, 0.758, -0.024]], "smiles": "C#[N+][S-].I", "e_tot_ha": -789.851305, "orbital_gap_ev": 8.92, "de_lowest_ev": 1.8417}

***

Entry 2:
{"formula": "CH2IO2S", "method": "wB97M-V/def2-TZVPD", "species": ["C", "O", "O", "S", "I", "H", "H"], "positions_angstrom": [[-0.285, 0.565, 0.088], [2.002, -0.725, 0.573], [0.471, -1.939, -0.955], [0.564, -1.156, 0.332], [-2.698, 1.027, 0.005], [-0.060, 1.290, 0.825], [0.006, 0.939, -0.868]], "e_tot_ha": -885.680344, "charge": -1, "orbital_gap_ev": 6.65, "de_lowest_ev": 0.3307}

***

Entry 3:
{"formula": "CH2IOP", "method": "wB97M-V/def2-TZVPD", "species": ["C", "O", "P", "I", "H", "H"], "positions_angstrom": [[-0.826, -0.668, 0.786], [-1.964, -0.942, 0.799], [0.406, 0.250, -1.535], [2.512, 0.566, -0.412], [-0.046, -0.722, 1.547], [-0.081, 1.517, -1.185]], "e_tot_ha": -753.505123, "orbital_gap_ev": [7.51, 7.74], "de_lowest_ev": 1.8403}

***

Entry 4:
{"formula": "CH2LiNaO3", "method": "wB97M-V/def2-TZVPD", "species": ["O", "C", "O", "O", "Na", "H", "Li", "H"], "positions_angstrom": [[1.327, 1.883, -0.078], [0.726, 0.687, 0.073], [-0.521, 0.701, 0.005], [1.464, -0.323, 0.153], [-2.039, -1.048, -0.018], [2.273, 1.777, 0.080], [0.883, -2.049, -0.176], [-4.112, -1.629, -0.040]], "e_tot_ha": -434.863728, "orbital_gap_ev": 4.84, "de_lowest_ev": 0.0000}

***

Entry 5:
{"formula": "CH2N2O", "method": "wB97M-V/def2-TZVPD", "species": ["C", "N", "N", "O", "H", "H"], "positions_angstrom": [[0.686, 0.542, 0.658], [-1.376, -0.369, -1.474], [-0.979, -0.541, -0.436], [-0.534, 0.007, 0.745], [0.968, 0.734, -0.354], [1.236, -0.372, 0.862]], "e_tot_ha": -223.821992, "orbital_gap_ev": [7.92, 9.24], "de_lowest_ev": 6.5050}

***

Entry 6:
{"formula": "CH2N2O2", "method": "wB97M-V/def2-TZVPD", "species": ["N", "C", "O", "H", "N", "O", "H"], "positions_angstrom": [[-1.553, -0.013, -0.594], [-1.761, -0.618, 0.418], [-2.323, -1.224, 1.214], [-0.779, 0.629, -0.765], [2.017, 0.109, 0.080], [1.271, 0.926, -0.461], [3.129, 0.191, 0.108]], "smiles": "N=C=O.N=O", "e_tot_ha": -299.182969, "orbital_gap_ev": [8.92, 8.92], "de_lowest_ev": 4.1874}